The following is a DFT calculation (wB97M-V/def2-TZVPD) of a 10-piece molecular cluster, C21H60N15O11 overall in a non-equilibrium geometry.

CARTESIAN COORDINATES (ANGSTROEM)
C (-11.05013, -20.46651, -23.02906)
C (-11.79477, -19.14692, -23.14252)
C (-10.77711, -17.99514, -23.18069)
O (-12.46268, -19.18462, -24.34944)
H (-10.47381, -20.60854, -22.09507)
H (-10.42454, -20.64929, -23.90488)
H (-11.74517, -21.31192, -22.94088)
H (-12.46375, -18.98970, -22.27353)
H (-10.16926, -17.89689, -22.27097)
H (-11.11758, -16.98059, -23.39980)
H (-10.12292, -18.26002, -24.02267)
C (-8.71133, -22.32405, -25.41311)
C (-7.25084, -22.80336, -25.57204)
C (-6.63591, -23.10843, -24.21830)
C (-7.11386, -24.45059, -23.68941)
C (-6.77814, -25.54365, -24.71650)
C (-7.28859, -25.29025, -26.15170)
N (-7.01597, -23.90010, -26.51004)
O (-7.56967, -23.62199, -27.78027)
C (-6.49457, -26.20046, -27.07756)
C (-8.77082, -25.67563, -26.17572)
C (-6.46407, -21.59533, -26.13148)
H (-9.29808, -23.07919, -24.88759)
H (-9.10196, -22.04921, -26.39046)
H (-8.76710, -21.40064, -24.83892)
H (-5.54447, -23.11054, -24.31175)
H (-6.86978, -22.31549, -23.50601)
H (-8.18915, -24.43235, -23.49133)
H (-6.58109, -24.73214, -22.77885)
H (-7.22449, -26.48297, -24.38770)
H (-5.68722, -25.61212, -24.68839)
H (-5.43145, -25.93923, -26.96009)
H (-6.55231, -27.20906, -26.66147)
H (-6.62929, -26.10211, -28.15099)
H (-9.27592, -25.61686, -27.13808)
H (-8.98076, -26.64623, -25.71563)
H (-9.33362, -25.03704, -25.47813)
H (-6.33637, -20.76306, -25.44164)
H (-6.88956, -21.24176, -27.07031)
H (-5.46387, -21.96658, -26.37968)
H (-8.47993, -23.32678, -27.63331)
C (-9.20064, -18.56512, -18.68718)
C (-10.13311, -19.48450, -19.41019)
O (-10.94458, -20.25979, -18.49447)
O (-8.00964, -19.23256, -18.26964)
H (-9.65875, -17.99232, -17.87489)
H (-8.94667, -17.75553, -19.38738)
H (-9.61418, -20.24961, -19.98488)
H (-10.83818, -18.88367, -19.99516)
H (-11.25045, -21.00261, -19.03013)
H (-7.25548, -18.78733, -18.65922)
C (-11.32335, -23.65202, -20.37439)
O (-11.90322, -22.61449, -20.10070)
N (-11.06807, -24.62107, -19.43347)
N (-10.80637, -23.92069, -21.61239)
H (-10.40293, -25.36528, -19.53952)
H (-11.33375, -24.42101, -18.48614)
H (-10.16131, -24.67925, -21.72533)
H (-11.03571, -23.28270, -22.35466)
C (-10.54081, -19.66311, -27.57095)
O (-9.73918, -19.40025, -28.47114)
N (-10.95750, -18.76481, -26.65124)
N (-11.13501, -20.90065, -27.47128)
H (-10.48020, -17.88499, -26.71938)
H (-11.52805, -19.03976, -25.82062)
H (-10.69370, -21.63951, -27.98404)
H (-11.63559, -21.09117, -26.61339)
C (-8.55182, -15.03657, -22.60714)
O (-7.35918, -15.09178, -22.86436)
N (-9.48482, -14.39191, -23.36498)
N (-9.05660, -15.66529, -21.48991)
H (-9.22299, -14.12523, -24.29414)
H (-10.45241, -14.50332, -23.12118)
H (-9.99697, -15.43909, -21.22593)
H (-8.40719, -16.14391, -20.89994)
C (-13.41442, -15.22484, -25.01296)
O (-14.06508, -15.99674, -24.36131)
N (-13.83281, -13.93169, -25.26530)
N (-12.17978, -15.53913, -25.53728)
H (-13.37642, -13.33499, -25.92765)
H (-14.69238, -13.66073, -24.82916)
H (-11.69130, -14.81380, -26.02627)
H (-11.85099, -16.48695, -25.44703)
C (-15.12502, -21.17092, -21.32056)
O (-15.71953, -20.37019, -22.00424)
N (-15.08857, -21.04902, -19.94210)
N (-14.32134, -22.17627, -21.80960)
H (-15.73388, -20.37345, -19.57741)
H (-14.91130, -21.87562, -19.39795)
H (-14.00821, -22.17108, -22.76322)
H (-13.71782, -22.55330, -21.09267)
C (-14.30701, -22.12419, -25.58773)
O (-15.13141, -21.36546, -25.14789)
N (-14.72082, -23.15808, -26.43970)
N (-12.96678, -22.15858, -25.29303)
H (-14.04540, -23.81102, -26.78272)
H (-15.69874, -23.10969, -26.64703)
H (-12.60640, -21.46463, -24.64325)
H (-12.43723, -22.97325, -25.54231)
C (-15.74362, -16.61370, -21.07921)
O (-15.19311, -17.34669, -21.85528)
N (-17.09694, -16.72902, -20.79256)
N (-15.10390, -15.55757, -20.41909)
H (-17.56954, -17.49927, -21.22992)
H (-17.45905, -16.34193, -19.94116)
H (-15.41314, -15.45930, -19.46284)
H (-14.10561, -15.67187, -20.50632)

Summary:
M (g mol⁻¹): 698.805
Frontier orbital gap (eV): 5.56
Lowest unoccupied orbital energy (eV): 1.8
E_tot (eV): -67629.146
Total charge: -1